[1]
Density functional theory data (ωB97M-V with the def2-TZVPD basis set) for a cluster of 7 separate species, C23H57BrO9 in total.

Its SMILES is CCCCCCCCCCCCCOC(=O)OC[C@H](C)Br.CO.CO.CO.CO.CO.CO. The value obtained for the molecular weight is 557.6 g mol⁻¹. The value obtained for the gap between HOMO and LUMO is 10.06 eV. The calculation puts the largest force on an atom at 0.61 eV/A.

Cartesian coordinates (Å):
C1 -2.708 -1.797 -4.933
C2 -2.211 -1.580 -3.508
C3 -0.736 -1.159 -3.423
C4 -0.341 0.136 -4.140
C5 -0.387 1.460 -3.319
C6 -0.767 1.381 -1.838
C7 -2.287 1.293 -1.558
C8 -2.791 2.296 -0.511
C9 -2.608 1.842 0.932
C10 -1.169 1.752 1.434
C11 -0.417 3.087 1.499
C12 0.602 3.147 2.650
C13 1.470 1.908 2.724
O1 2.628 2.127 3.560
C14 2.447 2.208 4.884
O2 3.141 2.870 5.599
O3 1.394 1.466 5.329
C15 1.744 0.376 6.195
C16 2.794 -0.575 5.616
C17 2.431 -2.038 5.875
Br1 4.541 -0.244 6.416
H1 -2.834 -0.855 -5.471
H2 -2.002 -2.403 -5.509
H3 -3.680 -2.293 -4.931
H4 -2.864 -0.910 -2.955
H5 -2.271 -2.545 -2.990
H6 -0.171 -1.976 -3.891
H7 -0.422 -1.149 -2.378
H8 -0.947 0.255 -5.042
H9 0.688 0.031 -4.488
H10 -1.101 2.144 -3.792
H11 0.586 1.951 -3.412
H12 -0.413 2.309 -1.375
H13 -0.228 0.577 -1.332
H14 -2.575 0.290 -1.242
H15 -2.781 1.540 -2.503
H16 -2.316 3.271 -0.662
H17 -3.865 2.455 -0.670
H18 -3.154 2.513 1.606
H19 -3.062 0.851 1.051
H20 -1.207 1.341 2.450
H21 -0.612 1.026 0.835
H22 -1.118 3.912 1.605
H23 0.140 3.272 0.575
H24 0.099 3.337 3.603
H25 1.276 3.990 2.470
H26 1.873 1.666 1.740
H27 0.916 1.042 3.082
H28 0.813 -0.176 6.327
H29 2.055 0.776 7.162
H30 2.891 -0.421 4.542
H31 3.074 -2.693 5.289
H32 2.550 -2.277 6.931
H33 1.399 -2.213 5.563
C18 -4.019 -1.928 0.079
O4 -4.501 -1.700 -1.241
H34 -2.939 -1.797 0.050
H35 -4.443 -1.214 0.790
H36 -4.246 -2.947 0.407
H37 -5.456 -1.792 -1.248
C19 -2.410 6.693 1.088
O5 -2.742 5.360 0.716
H38 -1.415 6.663 1.526
H39 -2.392 7.360 0.222
H40 -3.107 7.090 1.830
H41 -3.619 5.365 0.325
C20 3.775 -0.409 -4.396
O6 2.905 0.633 -4.842
H42 3.157 -1.159 -3.910
H43 4.299 -0.871 -5.238
H44 4.499 -0.038 -3.673
H45 3.439 1.312 -5.261
C21 4.776 -0.770 -0.305
O7 5.103 -1.328 -1.574
H46 3.725 -0.496 -0.342
H47 4.924 -1.493 0.501
H48 5.365 0.126 -0.095
H49 6.030 -1.578 -1.561
C22 -0.382 -3.503 0.452
O8 -0.392 -2.098 0.725
H50 -1.241 -3.729 -0.172
H51 0.524 -3.784 -0.086
H52 -0.455 -4.077 1.380
H53 0.371 -1.908 1.276
C23 0.838 -6.931 -1.351
O9 -0.042 -5.861 -1.672
H54 1.555 -6.548 -0.628
H55 0.304 -7.772 -0.901
H56 1.383 -7.282 -2.230
H57 -0.682 -6.183 -2.311

Partial charges, Löwdin, in e: number 1, C, carries -0.112; number 2, C, carries -0.266; number 3, C, carries -0.209; number 4, C, carries -0.174; number 5, C, carries -0.182; number 6, C, carries -0.206; number 7, C, carries -0.181; number 8, C, carries -0.209; number 9, C, carries -0.200; number 10, C, carries -0.202; number 11, C, carries -0.186; number 12, C, carries -0.165; number 13, C, carries -0.169; number 14, O, carries 0.035; number 15, C, carries -0.607; number 16, O, carries 0.154; number 17, O, carries -0.017; number 18, C, carries -0.202; number 19, C, carries -0.711; number 20, C, carries -0.154; number 21, Br, carries 0.723; number 22, H, carries 0.062; number 23, H, carries 0.073; number 24, H, carries 0.066; number 25, H, carries 0.068; number 26, H, carries 0.100; number 27, H, carries 0.105; number 28, H, carries 0.090; number 29, H, carries 0.096; number 30, H, carries 0.073; number 31, H, carries 0.102; number 32, H, carries 0.096; number 33, H, carries 0.092; number 34, H, carries 0.092; number 35, H, carries 0.084; number 36, H, carries 0.110; number 37, H, carries 0.095; number 38, H, carries 0.108; number 39, H, carries 0.109; number 40, H, carries 0.095; number 41, H, carries 0.112; number 42, H, carries 0.096; number 43, H, carries 0.089; number 44, H, carries 0.108; number 45, H, carries 0.124; number 46, H, carries 0.124; number 47, H, carries 0.135; number 48, H, carries 0.113; number 49, H, carries 0.127; number 50, H, carries 0.118; number 51, H, carries 0.093; number 52, H, carries 0.074; number 53, H, carries 0.073; number 54, H, carries 0.079; number 55, C, carries -0.148; number 56, O, carries -0.129; number 57, H, carries 0.056; number 58, H, carries 0.074; number 59, H, carries 0.078; number 60, H, carries 0.076; number 61, C, carries -0.145; number 62, O, carries -0.141; number 63, H, carries 0.077; number 64, H, carries 0.077; number 65, H, carries 0.077; number 66, H, carries 0.080; number 67, C, carries -0.147; number 68, O, carries -0.136; number 69, H, carries 0.077; number 70, H, carries 0.077; number 71, H, carries 0.060; number 72, H, carries 0.073; number 73, C, carries -0.152; number 74, O, carries -0.132; number 75, H, carries 0.073; number 76, H, carries 0.074; number 77, H, carries 0.078; number 78, H, carries 0.076; number 79, C, carries -0.150; number 80, O, carries -0.141; number 81, H, carries 0.067; number 82, H, carries 0.069; number 83, H, carries 0.080; number 84, H, carries 0.064; number 85, C, carries -0.155; number 86, O, carries -0.131; number 87, H, carries 0.075; number 88, H, carries 0.076; number 89, H, carries 0.076; number 90, H, carries 0.077


[2]
Density functional theory data (ωB97M-V with the def2-TZVPD basis set) for a structure of composition C17H13ClIN5OPdS at a distorted geometry.

The value obtained for the molecular weight is 604.2 g mol⁻¹. The multiplicity is 5. The total charge is +2. The value obtained for the gap between HOMO and LUMO (spin up / spin down) is 7.25 / 5.44 eV. The calculation puts the largest force on an atom at 2.77 eV/A.

Cartesian coordinates (Å):
Pd1 -0.567 0.375 -0.163
C1 -3.588 -2.400 -2.037
C2 -2.357 -1.746 -1.521
N1 -2.354 -0.946 -0.498
N2 -3.416 -0.708 0.222
C3 -3.463 0.442 0.892
N3 -4.437 0.636 1.761
S1 -2.373 1.769 0.541
C4 -1.054 -1.934 -2.175
C5 -0.849 -2.899 -3.151
C6 0.407 -3.025 -3.726
C7 1.425 -2.185 -3.311
C8 1.146 -1.236 -2.336
N4 -0.057 -1.109 -1.789
H1 -4.461 -2.063 -1.487
H2 -3.506 -3.485 -1.936
H3 -3.719 -2.174 -3.097
H4 -5.141 -0.075 1.910
H5 -4.535 1.522 2.229
H6 -1.659 -3.546 -3.457
H7 0.583 -3.770 -4.490
H8 2.419 -2.259 -3.729
H9 1.915 -0.564 -1.978
Cl1 4.436 2.962 4.094
C9 3.129 2.106 3.437
C10 2.366 1.299 4.269
C11 1.286 0.595 3.778
I1 0.125 -0.609 5.007
C12 0.906 0.672 2.395
O1 -0.086 0.047 1.948
C13 1.730 1.511 1.527
N5 1.389 1.561 0.225
C14 2.112 2.293 -0.607
C15 3.222 3.026 -0.189
C16 3.578 2.997 1.138
C17 2.827 2.222 2.037
H10 2.620 1.221 5.317
H11 1.792 2.309 -1.642
H12 3.787 3.603 -0.906
H13 4.424 3.565 1.499

Partial charges, Löwdin, in e: number 1, Pd, carries 0.865; number 2, C, carries 0.016; number 3, C, carries -0.182; number 4, N, carries -0.048; number 5, N, carries 0.085; number 6, C, carries -0.754; number 7, N, carries 0.166; number 8, S, carries 0.727; number 9, C, carries -0.205; number 10, C, carries 0.036; number 11, C, carries 0.005; number 12, C, carries 0.004; number 13, C, carries -0.091; number 14, N, carries 0.010; number 15, H, carries 0.084; number 16, H, carries 0.115; number 17, H, carries 0.114; number 18, H, carries 0.142; number 19, H, carries 0.124; number 20, H, carries 0.129; number 21, H, carries 0.133; number 22, H, carries 0.128; number 23, H, carries 0.111; number 24, Cl, carries 0.857; number 25, C, carries -0.564; number 26, C, carries -0.138; number 27, C, carries -0.604; number 28, I, carries 1.072; number 29, C, carries -0.390; number 30, O, carries -0.134; number 31, C, carries -0.138; number 32, N, carries 0.038; number 33, C, carries -0.085; number 34, C, carries 0.005; number 35, C, carries 0.027; number 36, C, carries -0.143; number 37, H, carries 0.114; number 38, H, carries 0.125; number 39, H, carries 0.129; number 40, H, carries 0.112


[3]
Density functional theory data (ωB97M-V with the def2-TZVPD basis set) for a structure of composition C37H47ClNO2Ti.

The value obtained for the molecular weight is 621.1 g mol⁻¹. The total charge is -1. The value obtained for the gap between HOMO and LUMO is 6.71 eV. The calculation puts the largest force on an atom at 0.72 eV/A.

Cartesian coordinates (Å):
Ti1 -1.755 0.337 0.451
C1 4.957 1.324 -1.404
C2 4.069 2.396 -2.038
C3 4.347 2.409 -3.547
C4 4.464 3.753 -1.442
C5 2.579 2.141 -1.790
C6 2.138 1.038 -1.050
C7 0.781 0.843 -0.835
N1 0.130 -0.136 -0.094
C8 0.661 -1.307 0.441
C9 1.915 -1.866 0.292
C10 2.259 -3.031 1.001
C11 1.322 -3.599 1.837
C12 0.010 -3.088 1.983
C13 -0.310 -1.981 1.227
O1 -1.525 -1.383 1.186
C14 -0.937 -3.819 2.943
C15 -2.324 -3.185 3.081
C16 -1.130 -5.265 2.464
C17 -0.307 -3.830 4.346
C18 3.665 -3.603 0.815
C19 3.866 -4.001 -0.654
C20 3.905 -4.841 1.680
C21 4.715 -2.550 1.196
C22 -0.144 1.783 -1.345
O2 -1.429 1.519 -0.980
C23 0.257 2.890 -2.072
C24 1.641 3.025 -2.292
C25 -0.672 3.954 -2.673
C26 -2.157 3.779 -2.341
C27 -0.254 5.340 -2.157
C28 -0.532 3.919 -4.202
H1 6.006 1.553 -1.607
H2 4.746 0.332 -1.810
H3 4.828 1.279 -0.320
H4 5.411 2.580 -3.739
H5 3.782 3.196 -4.048
H6 4.063 1.457 -3.999
H7 5.526 3.954 -1.613
H8 4.279 3.769 -0.366
H9 3.890 4.566 -1.889
H10 2.852 0.372 -0.601
H11 2.632 -1.422 -0.377
H12 1.582 -4.482 2.404
H13 -2.874 -3.189 2.141
H14 -2.268 -2.150 3.415
H15 -2.888 -3.763 3.819
H16 -1.579 -5.280 1.468
H17 -1.797 -5.800 3.146
H18 -0.186 -5.810 2.413
H19 -0.161 -2.810 4.705
H20 0.661 -4.332 4.360
H21 -0.968 -4.349 5.046
H22 3.138 -4.758 -0.951
H23 4.871 -4.406 -0.807
H24 3.742 -3.144 -1.317
H25 3.212 -5.647 1.432
H26 3.798 -4.616 2.743
H27 4.921 -5.209 1.514
H28 4.637 -1.659 0.572
H29 5.723 -2.958 1.075
H30 4.591 -2.238 2.235
H31 1.980 3.875 -2.872
H32 -2.343 3.802 -1.268
H33 -2.556 2.839 -2.715
H34 -2.705 4.604 -2.807
H35 -0.328 5.381 -1.068
H36 -0.914 6.107 -2.572
H37 0.770 5.595 -2.432
H38 -0.829 2.942 -4.589
H39 0.495 4.106 -4.520
H40 -1.175 4.678 -4.657
Cl1 -0.612 0.879 3.356
C29 -1.287 1.775 1.915
H41 -0.496 2.435 1.562
H42 -2.143 2.351 2.259
C30 -3.866 0.404 0.484
C31 -5.077 0.541 0.521
C32 -6.504 0.701 0.553
C33 -7.318 -0.278 1.127
C34 -8.695 -0.122 1.146
C35 -9.279 1.010 0.594
C36 -8.478 1.988 0.020
C37 -7.100 1.837 -0.001
H43 -6.855 -1.158 1.554
H44 -9.314 -0.890 1.593
H45 -10.356 1.130 0.610
H46 -8.925 2.872 -0.415
H47 -6.468 2.592 -0.448

Partial charges, Löwdin, in e: number 1, Ti, carries 1.025; number 2, C, carries -0.076; number 3, C, carries -0.557; number 4, C, carries -0.054; number 5, C, carries -0.053; number 6, C, carries -0.175; number 7, C, carries 0.038; number 8, C, carries -0.184; number 9, N, carries -0.016; number 10, C, carries -0.180; number 11, C, carries 0.026; number 12, C, carries -0.178; number 13, C, carries -0.004; number 14, C, carries -0.094; number 15, C, carries -0.252; number 16, O, carries -0.248; number 17, C, carries -0.533; number 18, C, carries -0.061; number 19, C, carries -0.054; number 20, C, carries -0.051; number 21, C, carries -0.558; number 22, C, carries -0.052; number 23, C, carries -0.077; number 24, C, carries -0.050; number 25, C, carries -0.240; number 26, O, carries -0.232; number 27, C, carries -0.094; number 28, C, carries -0.016; number 29, C, carries -0.533; number 30, C, carries -0.062; number 31, C, carries -0.054; number 32, C, carries -0.052; number 33, H, carries 0.080; number 34, H, carries 0.083; number 35, H, carries 0.085; number 36, H, carries 0.078; number 37, H, carries 0.073; number 38, H, carries 0.089; number 39, H, carries 0.078; number 40, H, carries 0.090; number 41, H, carries 0.073; number 42, H, carries 0.069; number 43, H, carries 0.081; number 44, H, carries 0.085; number 45, H, carries 0.085; number 46, H, carries 0.080; number 47, H, carries 0.079; number 48, H, carries 0.089; number 49, H, carries 0.078; number 50, H, carries 0.071; number 51, H, carries 0.090; number 52, H, carries 0.070; number 53, H, carries 0.079; number 54, H, carries 0.088; number 55, H, carries 0.078; number 56, H, carries 0.075; number 57, H, carries 0.083; number 58, H, carries 0.084; number 59, H, carries 0.079; number 60, H, carries 0.066; number 61, H, carries 0.079; number 62, H, carries 0.090; number 63, H, carries 0.094; number 64, H, carries 0.085; number 65, H, carries 0.085; number 66, H, carries 0.079; number 67, H, carries 0.090; number 68, H, carries 0.079; number 69, H, carries 0.069; number 70, H, carries 0.090; number 71, H, carries 0.072; number 72, H, carries 0.079; number 73, Cl, carries 0.433; number 74, C, carries -0.627; number 75, H, carries 0.003; number 76, H, carries 0.001; number 77, C, carries -0.059; number 78, C, carries -0.133; number 79, C, carries -0.263; number 80, C, carries -0.042; number 81, C, carries -0.098; number 82, C, carries -0.112; number 83, C, carries -0.099; number 84, C, carries -0.042; number 85, H, carries 0.113; number 86, H, carries 0.096; number 87, H, carries 0.092; number 88, H, carries 0.096; number 89, H, carries 0.113


Number 1: DFT total energy -4161.58975 hartree. Number 2: DFT total energy -2288.00043 hartree. Number 3: DFT total energy -2953.13414 hartree.